# 1
{"formula": "C4H10O2", "method": "ωB97M-V with the def2-TZVPD basis set", "species": ["C", "C", "O", "H", "H", "H", "H", "C", "C", "O", "H", "H", "H", "H", "H", "H"], "xyz": [[-1.7635, 1.2842, -1.9227], [-0.5700, 1.6323, -2.3796], [0.6236, 1.4447, -1.7641], [-2.7249, 1.2866, -2.4084], [-1.8999, 0.9916, -0.8795], [-0.4712, 2.2279, -3.2836], [0.5511, 0.6410, -1.1992], [0.5314, -1.3215, 2.4880], [1.1745, -0.8143, 1.2023], [0.0930, -0.4743, 0.2642], [-0.2515, -0.6141, 2.7852], [-0.1094, -2.1433, 2.1794], [1.2600, -1.4594, 3.2748], [1.7717, -1.6181, 0.7710], [1.6879, 0.1423, 1.2700], [0.0974, -1.2056, -0.3976]], "nbo_charge": [-0.56, 0.16, -0.70, 0.21, 0.20, 0.17, 0.50, -0.64, -0.07, -0.75, 0.22, 0.21, 0.22, 0.17, 0.19, 0.47], "smiles": "C=CO.CCO", "e_above_lowest_ev": 1.978, "orbital_gap_ev": 9.38}


# 2
{"formula": "C4H10O2", "method": "ωB97M-V with the def2-TZVPD basis set", "species": ["C", "O", "C", "C", "C", "O", "H", "H", "H", "H", "H", "H", "H", "H", "H", "H"], "xyz": [[2.3765, 0.0679, -0.8288], [1.4845, 0.0730, 0.2529], [0.4918, -0.9053, 0.1270], [-0.3327, -0.9263, 1.3852], [-1.9716, 1.6107, -0.0323], [-1.1169, -1.9820, 1.2845], [2.8439, -0.9216, -0.9603], [1.8808, 0.3427, -1.7739], [3.1560, 0.8010, -0.6092], [0.9286, -1.9033, -0.0661], [-0.1874, -0.6889, -0.7213], [-1.4094, 1.1984, 0.8109], [-2.9892, 1.8525, 0.2843], [-2.0134, 0.8763, -0.8425], [-1.4738, 2.5147, -0.3909], [-1.6676, -2.0098, 2.0806]], "nbo_charge": [-0.25, -0.52, -0.25, 0.27, -0.86, -0.66, 0.16, 0.16, 0.20, 0.19, 0.20, 0.22, 0.21, 0.20, 0.21, 0.50], "e_above_lowest_ev": 3.767, "orbital_gap_ev": 9.57}


# 3
{"formula": "C4H10O2", "method": "ωB97M-V with the def2-TZVPD basis set", "species": ["C", "C", "C", "O", "C", "O", "H", "H", "H", "H", "H", "H", "H", "H", "H", "H"], "xyz": [[2.1745, 0.0082, -0.6133], [0.9724, -0.4601, 0.1999], [-0.3681, 0.0212, -0.2485], [-0.5028, 0.4461, -1.4647], [-1.6914, -0.4840, 0.2988], [-2.6203, 0.3972, -0.1796], [3.0739, -0.5016, -0.2540], [2.0515, -0.2272, -1.6740], [2.3311, 1.0862, -0.5185], [0.8989, -1.5573, 0.1538], [1.0800, -0.2158, 1.2617], [-0.9363, 1.5792, 0.5922], [-1.5102, 0.6130, -1.4832], [-1.6375, -0.5865, 1.3944], [-1.8129, -1.4885, -0.1409], [-1.8059, 1.4059, 0.3344]], "nbo_charge": [-0.61, -0.51, 0.58, -0.65, -0.17, -0.79, 0.22, 0.22, 0.22, 0.24, 0.24, -0.16, 0.52, 0.18, 0.22, 0.24], "e_above_lowest_ev": 3.894, "orbital_gap_ev": 9.41}


# 4
{"formula": "C4H10O2", "method": "ωB97M-V with the def2-TZVPD basis set", "species": ["C", "C", "O", "H", "H", "H", "H", "C", "C", "O", "H", "H", "H", "H", "H", "H"], "xyz": [[2.4456, -0.3326, -1.0420], [2.3503, -0.3471, 0.4681], [1.3933, 0.0475, 1.0785], [2.2229, 0.6406, -1.4669], [3.4195, -0.7301, -1.3369], [1.7120, -1.0509, -1.4092], [3.1403, -0.9297, 0.9824], [-1.8883, -0.5698, 0.6636], [-1.4636, 0.7319, 0.0018], [-2.5176, 1.5152, -0.5384], [-2.7892, -0.3936, 1.2570], [-1.1000, -0.8924, 1.3366], [-2.1684, -1.2974, -0.0947], [-0.8881, 1.3140, 0.7329], [-0.7621, 0.5406, -0.8128], [-3.1066, 1.7537, 0.1801]], "nbo_charge": [-0.73, 0.45, -0.53, 0.24, 0.22, 0.24, 0.10, -0.64, -0.06, -0.72, 0.20, 0.23, 0.20, 0.16, 0.17, 0.46], "smiles": "CC=O.CCO", "e_above_lowest_ev": 1.319, "orbital_gap_ev": 10.82}


# 5
{"formula": "C4H10O2", "method": "ωB97M-V with the def2-TZVPD basis set", "species": ["C", "C", "C", "O", "C", "H", "H", "H", "H", "H", "H", "H", "H", "O", "H", "H"], "xyz": [[0.6276, -0.4562, 1.0392], [1.1695, 0.9076, 0.9208], [0.7746, 1.2225, -0.5605], [1.1325, 0.0345, -1.2269], [0.8540, -1.0500, -0.3319], [-0.4498, -0.3367, 1.2634], [1.0761, -1.0575, 1.8533], [2.2738, 0.9142, 0.9972], [0.7779, 1.6521, 1.6404], [1.2441, 2.1606, -0.9140], [-0.3223, 1.3392, -0.6540], [-0.1156, -1.3880, -0.7454], [1.5527, -1.9079, -0.3681], [-3.4087, -0.8721, -0.6422], [-3.6299, 0.0826, -0.7306], [-3.5565, -1.2451, -1.5407]], "nbo_charge": [-0.45, -0.42, -0.07, -0.53, -0.08, 0.21, 0.22, 0.20, 0.21, 0.19, 0.15, 0.18, 0.19, -0.94, 0.47, 0.47], "smiles": "C1CCOC1.O", "e_above_lowest_ev": 1.319, "orbital_gap_ev": 10.14}


# 6
{"formula": "C4H10O2", "method": "ωB97M-V with the def2-TZVPD basis set", "species": ["O", "C", "C", "C", "H", "H", "H", "H", "H", "H", "C", "O", "H", "H", "H", "H"], "xyz": [[2.0979, 2.0013, -0.7581], [1.8248, 0.8015, -0.1101], [0.4714, 0.5539, 0.4670], [0.9078, -0.1406, -0.8119], [2.2336, 2.6697, -0.0754], [2.6623, 0.3478, 0.4196], [0.3800, -0.0122, 1.3873], [-0.2848, 1.3250, 0.3477], [1.1688, -1.1970, -0.8118], [0.4566, 0.2077, -1.7369], [-2.4976, -0.8485, 0.1464], [-1.4522, -1.6798, 0.6094], [-2.8227, -0.1422, 0.9221], [-2.2126, -0.2521, -0.7294], [-3.3521, -1.4740, -0.1319], [-0.6485, -1.3903, 0.1648]], "nbo_charge": [-0.70, 0.08, -0.47, -0.47, 0.47, 0.17, 0.23, 0.23, 0.22, 0.23, -0.25, -0.74, 0.16, 0.17, 0.18, 0.48], "smiles": "OC1CC1.CO", "e_above_lowest_ev": 2.154, "orbital_gap_ev": 10.92}


# 7
{"formula": "C4H10O2", "method": "ωB97M-V with the def2-TZVPD basis set", "species": ["C", "O", "C", "C", "C", "O", "H", "H", "H", "H", "H", "H", "H", "H", "H", "H"], "xyz": [[1.9395, 0.6616, -1.3302], [0.6439, 0.1387, -1.2088], [0.4773, -0.5089, 0.0245], [-0.9716, -0.9540, 0.1741], [-1.8677, 0.1424, 0.7644], [-1.3237, 0.7507, 1.9198], [2.7018, -0.1271, -1.2284], [2.0212, 1.1198, -2.3176], [2.1291, 1.4215, -0.5553], [0.7684, 0.1801, 0.8511], [1.1824, -1.3470, 0.1286], [-1.3683, -1.2294, -0.8132], [-1.0092, -1.8465, 0.8080], [-2.0935, 0.8913, -0.0114], [-2.8101, -0.3105, 1.0865], [-0.4193, 1.0172, 1.7079]], "nbo_charge": [-0.25, -0.54, -0.05, -0.45, -0.06, -0.71, 0.16, 0.20, 0.16, 0.13, 0.17, 0.23, 0.21, 0.16, 0.18, 0.46], "smiles": "COCCCO", "e_above_lowest_ev": 1.353, "orbital_gap_ev": 11.03}


# 8
{"formula": "C4H10O2S", "method": "ωB97M-V with the def2-TZVPD basis set", "species": ["C", "C", "C", "C", "O", "O", "S", "H", "H", "H", "H", "H", "H", "H", "H", "H", "H"], "xyz": [[0.8291, -2.0643, 0.3837], [1.0850, 1.3757, -0.7166], [-2.4873, 0.5867, -0.4445], [0.9279, -0.5761, 0.4551], [1.3800, -0.1180, 1.5989], [1.1101, 0.0067, -0.7566], [-1.5424, 0.1716, 1.0263], [-0.1408, -2.3698, -0.0691], [0.8407, -2.5544, 1.3803], [1.5006, -2.4678, -0.3648], [1.8667, 1.9077, -0.2989], [0.2795, 1.7575, -0.1337], [0.9127, 1.8180, -1.7079], [-3.4968, 0.9007, -0.1837], [-2.6810, -0.3413, -0.9162], [-1.7059, 1.1178, -0.9819], [1.3218, 0.8491, 1.7295]], "nbo_charge": [-0.72, -0.30, -0.76, 0.79, -0.66, -0.48, -0.38, 0.27, 0.25, 0.24, 0.18, 0.21, 0.21, 0.23, 0.20, 0.21, 0.52], "e_above_lowest_ev": 3.459, "orbital_gap_ev": 7.70}


Which formula does entry 4 have? C4H10O2


Please write out number 6 again, unchanged.
{"formula": "C4H10O2", "method": "ωB97M-V with the def2-TZVPD basis set", "species": ["O", "C", "C", "C", "H", "H", "H", "H", "H", "H", "C", "O", "H", "H", "H", "H"], "xyz": [[2.0979, 2.0013, -0.7581], [1.8248, 0.8015, -0.1101], [0.4714, 0.5539, 0.4670], [0.9078, -0.1406, -0.8119], [2.2336, 2.6697, -0.0754], [2.6623, 0.3478, 0.4196], [0.3800, -0.0122, 1.3873], [-0.2848, 1.3250, 0.3477], [1.1688, -1.1970, -0.8118], [0.4566, 0.2077, -1.7369], [-2.4976, -0.8485, 0.1464], [-1.4522, -1.6798, 0.6094], [-2.8227, -0.1422, 0.9221], [-2.2126, -0.2521, -0.7294], [-3.3521, -1.4740, -0.1319], [-0.6485, -1.3903, 0.1648]], "nbo_charge": [-0.70, 0.08, -0.47, -0.47, 0.47, 0.17, 0.23, 0.23, 0.22, 0.23, -0.25, -0.74, 0.16, 0.17, 0.18, 0.48], "smiles": "OC1CC1.CO", "e_above_lowest_ev": 2.154, "orbital_gap_ev": 10.92}